11
Properties=species:S:1:pos:R:3:forces:R:3 method="wB97M-V/def2-TZVPD" homo_lumo_gap_ev=9.9 lumo_ha=0.0188 mol_weight_g_mol=83.090 spin_multiplicity=1 total_energy_ha=-285.3520 smiles="[H]/N=C(/C)C=C=O" de_lowest_ev=1.7031
H -2.06234 1.66739 -0.15542 0.5 0.2 0.1
N -1.82069 0.69080 -0.03057 -1.7 -0.1 0.2
C -0.62722 0.35905 0.05337 2.0 -3.2 -0.7
C -0.27489 -1.25162 0.04122 -2.2 1.7 0.4
C 0.60737 1.10115 -0.03778 -0.5 0.0 0.2
C 1.67663 0.32435 -0.07428 2.3 1.1 0.9
O 2.71509 -0.19244 0.02978 -1.3 0.1 -0.6
H -1.23910 -1.68442 0.29600 -0.1 -0.3 -0.2
H 0.41049 -1.64154 0.79194 0.4 0.4 -0.1
H -0.02640 -1.54718 -0.97591 0.2 0.0 0.0
H 0.64105 2.17445 0.06164 0.5 0.1 -0.3